DFT (ωB97M-V/def2-TZVPD) results for a molecular structure, C4H9N3O at a distorted geometry.

Last column: Löwdin charge in e.
Cartesian coordinates (Å):
H (2.022, -0.496, 2.063)  0.0787
N (-1.960, -0.781, -0.503)  -0.0282
N (-1.727, 1.582, 0.258)  0.0841
H (-3.800, 1.994, 0.102)  0.0829
C (2.463, -1.080, -0.487)  0.0394
N (-1.661, -1.051, -1.617)  0.0347
H (2.571, -1.245, -1.549)  0.0567
H (0.317, -0.126, 1.729)  0.0736
H (1.528, 1.148, 1.622)  0.0879
C (1.554, -0.232, -0.013)  -0.4750
O (0.738, 0.443, -0.886)  -0.0444
H (-3.044, 0.020, -0.302)  0.0740
C (-2.895, 1.399, 0.137)  -0.1752
H (-0.631, -0.984, -1.775)  0.0830
H (3.124, -1.610, 0.180)  0.0526
C (1.348, 0.085, 1.437)  -0.0449
H (0.053, 0.933, -0.395)  0.0201

Calculated values
* orbital gap (spin up / spin down): 8.03 / 8.06 eV
* lowest unoccupied orbital energy (spin up / spin down): -0.611 / -0.609 eV
* energy above the lowest of the compared OMol25 structures with the same formula, charge and spin: 136.3 kcal per mole
* molar mass: 115.14 g/mol

DFT (ωB97M-V/def2-TZVPD) results for C4H7NO2 in the gas phase.

Last column: Löwdin charge in e.
Cartesian coordinates (Å):
C (1.635, 0.852, 0.497)  -0.0245
H (1.608, 1.927, 0.706)  0.0927
H (2.015, 0.329, 1.380)  0.1001
N (0.303, 0.372, 0.147)  -0.0833
C (-1.238, -1.278, -0.858)  0.0089
O (-1.230, 0.596, 1.878)  0.1158
O (1.132, -1.270, -1.173)  0.0592
H (2.302, 0.664, -0.344)  0.0898
H (-1.192, 1.881, 0.325)  0.1453
H (-1.226, -1.827, -1.801)  0.0869
H (-1.466, -1.983, -0.051)  0.0969
H (-2.020, -0.509, -0.881)  0.0802
C (-0.788, 0.985, 0.834)  -0.2718
C (0.165, -0.739, -0.658)  -0.4962

Calculated values
* orbital gap: 10.56 eV
* SMILES string: CC(=O)N(C)C=O
* lowest unoccupied orbital energy: 0.570 eV
* energy above the lowest of the compared OMol25 structures with the same formula, charge and spin: 21.6 kcal per mole
* molar mass: 101.10 g/mol

DFT (ωB97M-V/def2-TZVPD) results for C5H4N2 in the gas phase at a distorted geometry.

Last column: Löwdin charge in e.
Cartesian coordinates (Å):
C (-0.179, -0.092, 0.373)  -0.2844
H (0.565, 0.346, -0.938)  0.2188
C (-0.185, -1.446, 0.550)  -0.0910
H (1.805, 1.115, 0.329)  0.1310
C (-1.778, 1.674, -0.691)  0.1416
H (-1.023, -2.126, 0.531)  0.1107
N (1.108, -1.919, 0.662)  0.0080
N (1.946, -0.979, 0.418)  -0.0019
C (1.238, 0.209, 0.108)  -0.1599
H (-2.345, 2.374, -1.261)  0.0365
C (-1.153, 0.845, -0.081)  -0.1094

Calculated values
* orbital gap: 9.50 eV
* SMILES string: C#CC1=CN=NC1
* lowest unoccupied orbital energy: -0.095 eV
* energy above the lowest of the compared OMol25 structures with the same formula, charge and spin: 105.5 kcal per mole
* molar mass: 92.10 g/mol

DFT (ωB97M-V/def2-TZVPD) results for a molecular structure, C26H24GdN4O2S at a distorted geometry.

Last column: Löwdin charge in e.
Cartesian coordinates (Å):
C (2.730, -0.874, 2.835)  -0.1798
H (0.792, 3.253, 0.516)  0.1183
C (4.230, -1.143, 4.682)  -0.0705
H (-0.829, 1.166, -2.947)  0.1295
H (-1.962, -2.322, 1.731)  0.1232
C (-2.258, 1.988, 0.939)  -0.1429
C (1.508, 1.481, -2.132)  -0.2715
H (-3.449, 3.629, 1.622)  0.1175
H (3.571, -0.254, 6.519)  0.1088
C (3.921, -1.364, 3.349)  -0.0150
H (-1.971, -5.868, -0.659)  0.1208
C (1.326, 0.047, -2.589)  -0.1267
H (-2.572, -4.715, 1.491)  0.1183
C (1.923, 3.996, -1.157)  -0.0284
N (-1.991, 1.067, 0.006)  0.0146
C (3.341, -0.430, 5.476)  -0.0710
C (-1.082, 0.112, -2.832)  -0.1458
C (-1.733, -2.866, 0.821)  -0.0992
O (2.538, -0.141, 0.580)  -0.0924
N (1.006, 1.812, -0.942)  0.0025
H (1.084, -2.341, -2.197)  0.1383
N (0.048, -0.536, -2.130)  -0.2412
C (-0.768, -2.779, -1.271)  -0.2646
Gd (0.277, -0.176, 0.436)  1.4271
H (5.154, -1.523, 5.098)  0.1079
C (0.051, -2.002, -2.290)  -0.1076
H (-0.796, -4.579, -2.431)  0.1264
C (2.238, 2.377, -2.893)  0.0060
H (2.136, -0.553, -2.173)  0.1299
S (0.254, 0.528, 3.004)  0.5810
C (-2.063, -4.197, 0.690)  -0.0241
C (2.155, 0.067, 4.949)  -0.1094
H (-0.273, -2.285, -3.298)  0.1383
N (-1.105, -2.177, -0.135)  -0.0221
H (-4.866, 3.583, -0.451)  0.1201
C (-3.277, 2.915, 0.829)  -0.0342
H (-4.373, 1.880, -2.192)  0.1204
O (1.471, -1.965, 1.136)  -0.0927
H (3.023, 4.373, -2.959)  0.1207
H (-3.198, 0.108, -2.950)  0.1220
C (-1.728, -4.824, -0.503)  -0.0244
H (1.422, 0.002, -3.680)  0.1400
C (-1.077, -4.111, -1.495)  0.0023
C (1.828, -0.149, 3.613)  -0.5458
C (2.323, -1.069, 1.419)  -0.6745
C (-3.783, 1.932, -1.286)  -0.0034
H (4.606, -1.915, 2.715)  0.1239
C (1.207, 3.041, -0.462)  -0.0922
C (-4.054, 2.880, -0.315)  -0.0333
C (2.449, 3.651, -2.391)  -0.0263
H (-1.124, -0.305, -3.845)  0.1322
C (-2.449, -0.004, -2.166)  -0.0973
H (-1.628, 1.983, 1.822)  0.0469
H (2.629, 2.080, -3.858)  0.1252
H (1.482, 0.625, 5.588)  0.1032
H (2.066, 4.979, -0.729)  0.1173
C (-2.743, 1.030, -1.106)  -0.2590
H (-2.608, -1.004, -1.761)  0.1127

Calculated values
* multiplicity: 8
* orbital gap (spin up / spin down): 8.01 / 5.92 eV
* expectation value of S²: 16.048
* lowest unoccupied orbital energy (spin up / spin down): -2.394 / -4.433 eV
* energy above the lowest of the compared OMol25 structures with the same formula, charge and spin: 0.0 kcal per mole
* molar mass: 613.82 g/mol
* net charge: +1

DFT (ωB97M-V/def2-TZVPD) results for a molecular structure, C3H7N2O2 at a distorted geometry.

Last column: Löwdin charge in e.
Cartesian coordinates (Å):
N (-0.413, 0.708, 1.840)  0.3099
H (1.038, 2.056, -0.652)  0.1078
H (2.161, 1.543, 0.810)  0.1750
H (-1.036, 0.081, 2.173)  0.0749
H (-1.936, -1.335, 0.412)  0.1413
H (1.020, -1.389, -2.154)  0.1650
N (-1.460, -1.752, -0.381)  0.2655
H (-1.819, -2.484, -0.911)  0.1192
H (1.040, 2.930, 0.891)  0.0579
O (0.285, -0.256, -0.444)  0.0655
C (1.127, 2.028, 0.450)  0.0294
O (0.169, -1.874, -1.991)  0.1564
C (0.176, 0.976, 0.854)  -0.1824
C (-0.353, -1.231, -0.898)  -0.4854

Calculated values
* orbital gap: 12.22 eV
* lowest unoccupied orbital energy: -3.538 eV
* energy above the lowest of the compared OMol25 structures with the same formula, charge and spin: 22.8 kcal per mole
* molar mass: 103.10 g/mol
* net charge: +1

DFT (ωB97M-V/def2-TZVPD) results for a molecular structure, C6H8OS at a distorted geometry.

Last column: Löwdin charge in e.
Cartesian coordinates (Å):
H (1.111, 1.584, -1.229)  0.1515
H (-0.580, -0.531, -1.481)  0.1168
H (2.906, -0.320, -0.869)  0.0648
O (-1.082, -1.528, 1.116)  0.0937
C (1.451, 0.404, 0.840)  -0.2205
C (-0.447, 0.116, -0.559)  -0.5566
S (-1.931, 1.273, -0.455)  0.6994
H (1.831, -1.413, -1.557)  0.1274
C (1.408, -1.118, 0.668)  -0.0827
C (0.965, 0.747, -0.490)  -0.2364
H (-1.259, 2.137, -1.339)  -0.1122
H (1.636, -1.989, 1.165)  0.1138
C (1.933, -0.616, -0.728)  -0.0917
H (0.681, 0.815, 1.500)  0.1215
C (-0.182, -1.087, 0.457)  -0.3424
H (2.450, 0.899, 1.027)  0.1534

Calculated values
* orbital gap: 9.80 eV
* lowest unoccupied orbital energy: 0.719 eV
* energy above the lowest of the compared OMol25 structures with the same formula, charge and spin: 80.6 kcal per mole
* molar mass: 128.20 g/mol

DFT (ωB97M-V/def2-TZVPD) results for C2H3BrN2S in the gas phase at a distorted geometry.

Last column: Löwdin charge in e.
Cartesian coordinates (Å):
N (0.419, -0.519, 0.859)  -0.4013
C (-0.421, 0.660, 0.415)  -0.3068
H (-0.308, -1.345, 0.826)  0.0949
H (0.208, 1.534, 0.300)  0.0958
S (1.239, -1.061, -0.604)  0.2723
C (-1.196, 0.279, -0.749)  -0.3145
H (-1.202, 0.722, 1.290)  0.1536
Br (2.965, 0.065, -0.766)  0.2540
N (-1.705, -0.335, -1.570)  0.1519

Calculated values
* orbital gap: 9.16 eV
* SMILES string: N#CCNSBr
* lowest unoccupied orbital energy: 0.276 eV
* energy above the lowest of the compared OMol25 structures with the same formula, charge and spin: 30.3 kcal per mole
* molar mass: 167.03 g/mol

DFT (ωB97M-V/def2-TZVPD) results for a molecular structure, C2H5OP at a distorted geometry.

Last column: Löwdin charge in e.
Cartesian coordinates (Å):
H (0.647, 0.832, 1.222)  0.0605
P (-0.938, -0.225, 0.000)  0.4519
C (0.668, -0.718, -0.410)  -0.1491
H (1.100, -0.848, -1.377)  0.0317
H (0.402, 1.902, -0.326)  -0.0010
O (-1.397, -0.924, 1.160)  -0.3683
C (0.232, 1.067, 0.222)  -0.1273
H (-1.795, -0.010, -1.066)  0.0270
H (1.081, -1.077, 0.575)  0.0745

Calculated values
* orbital gap: 10.92 eV
* lowest unoccupied orbital energy: 1.092 eV
* energy above the lowest of the compared OMol25 structures with the same formula, charge and spin: 41.4 kcal per mole
* molar mass: 76.03 g/mol

DFT (ωB97M-V/def2-TZVPD) results for 2 unconnected molecules or ions with the total composition C3H9N2.

Last column: Löwdin charge in e.
Cartesian coordinates (Å):
H (2.018, -0.911, -0.811)  0.1112
C (1.344, -1.599, -1.311)  0.1291
C (0.458, 0.991, 1.083)  -0.1029
H (0.842, 0.106, 1.586)  0.0864
N (0.103, -1.473, -1.117)  0.1759
C (-1.817, 1.234, 0.625)  0.0255
H (0.261, 1.778, 1.814)  0.0843
H (-2.720, 1.026, 0.069)  0.0884
H (-0.531, -2.111, -1.581)  0.1498
N (-0.748, 0.640, 0.319)  -0.1250
H (-1.861, 1.960, 1.435)  0.0960
H (1.207, 1.380, 0.386)  0.0877
H (1.742, -2.382, -1.952)  0.1217
H (-0.298, -0.639, -0.544)  0.0720

Calculated values
* orbital gap: 10.12 eV
* lowest unoccupied orbital energy: -4.741 eV
* energy above the lowest of the compared OMol25 structures with the same formula, charge and spin: 39.6 kcal per mole
* molar mass: 73.12 g/mol
* net charge: +1

DFT (ωB97M-V/def2-TZVPD) results for H2 in the gas phase at a distorted geometry.

Last column: Löwdin charge in e.
Cartesian coordinates (Å):
H (0.000, 0.000, -0.355)  0.0000
H (0.000, 0.000, 0.355)  0.0000

Calculated values
* orbital gap: 17.34 eV
* SMILES string: [H][H]
* lowest unoccupied orbital energy: 2.653 eV
* energy above the lowest of the compared OMol25 structures with the same formula, charge and spin: 0.5 kcal per mole
* molar mass: 2.02 g/mol

Record-wise energy values, in hartree: -397.1334; -361.8464; -302.2601; -2538.4759; -378.2175; -706.7177; -3159.6581; -495.7146; -228.9237; -1.1602